No. 1
ORCA calculation (ωB97M-V with the def2-TZVPD basis set) on the ion C4H11N2 with charge +1.

Each line ends with the Löwdin charge.
Geometry (Å):
C1 0.767 -1.733 -0.065  0.02
C2 1.379 -0.379 0.141  -0.18
C3 -0.874 -0.416 -0.446  -0.10
C4 0.150 1.975 -0.137  0.01
N1 -2.049 -0.784 0.275  0.08
N2 0.129 0.527 0.272  -0.13
H1 1.216 -2.224 -0.956  0.10
H2 0.581 -2.094 0.968  0.10
H3 1.880 -0.380 1.142  0.14
H4 1.845 0.032 -0.785  0.14
H5 -1.035 -0.388 -1.532  0.15
H6 0.524 2.108 -1.248  0.15
H7 -0.809 2.357 0.015  0.08
H8 0.732 2.542 0.529  0.08
H9 -2.078 -1.570 0.881  0.09
H10 -2.726 -0.896 -0.428  0.07
H11 -0.008 0.690 1.306  0.20

Output
M   87.15 g mol⁻¹
Kohn-Sham gap   9.8 eV
Highest occupied orbital energy   -13.3 eV
Net charge   +1
DFT total energy   -268.1416 a.u.

No. 2
ORCA calculation (ωB97M-V with the def2-TZVPD basis set) on a structure of composition C4H11N2.

Each line ends with the Löwdin charge.
Geometry (Å):
C1 -1.402 0.557 -0.955  -0.08
C2 0.057 0.419 -1.194  -0.14
C3 -1.151 -0.574 0.135  -0.11
C4 0.924 1.043 1.633  0.24
N1 1.066 -1.577 -0.210  0.13
N2 0.292 -0.526 -0.049  -0.21
H1 -1.644 1.537 -0.494  0.12
H2 -2.209 0.355 -1.754  0.15
H3 0.341 -0.068 -2.125  0.14
H4 0.624 1.295 -1.249  0.10
H5 -1.469 -0.507 1.191  0.12
H6 -1.490 -1.578 -0.235  0.15
H7 0.101 0.846 2.196  -0.01
H8 1.954 0.623 1.936  0.09
H9 0.962 1.848 0.961  0.02
H10 0.969 -2.183 0.615  0.14
H11 2.076 -1.509 -0.402  0.15

Output
M   87.15 g mol⁻¹
Kohn-Sham gap (alpha / beta)   7.8 / 9.2 eV
Highest occupied orbital energy (alpha / beta)   -13.4 / -13.9 eV
Net charge   +1
DFT total energy   -268.0890 a.u.